[1]
Here is a molecular structure, C11H14HoN2OP from the OMol25 dataset. Energies are from ωB97M-V/def2-TZVPD.

Each line ends with the Löwdin charge.
Element x y z (Å)
Ho -0.6736 0.7248 1.5657  1.1479
P 0.4436 2.8351 3.0189  0.6161
O -5.9645 -0.4319 -0.7484  0.0381
N -2.3592 -0.5275 1.2417  -0.2463
N -7.1017 -1.3250 1.0205  0.1541
C 2.1721 -1.4554 -1.9218  -0.1991
C -4.7009 -0.9951 1.1980  -0.1500
C -4.6314 -1.3399 2.5655  -0.0614
C 1.5240 -1.4347 -3.1975  -0.1781
C -5.9620 -0.9002 0.3845  -0.4977
C 0.4612 0.1182 -1.8440  -0.2459
C 1.5206 -0.5130 -1.0704  -0.2539
C -2.2493 -1.0038 2.5549  -0.2995
C -3.5345 -0.6507 0.5407  -0.0441
C -3.4108 -1.4010 3.2123  -0.1012
C 0.4897 -0.4508 -3.1563  -0.1947
H -3.4488 -0.3987 -0.5127  0.1325
H -7.9404 -1.3577 0.4616  0.1071
H -5.5552 -1.5586 3.1076  0.0989
H -0.2059 0.9166 -1.4868  0.0240
H -1.2308 -1.2308 2.9408  0.0683
H -3.3384 -1.7422 4.2429  0.1064
H 1.7671 -2.0733 -4.0446  0.0677
H -0.1784 -0.1862 -3.9744  0.0650
H -7.0522 -1.9501 1.8090  0.0823
H -0.1512 3.1815 4.2946  -0.1058
H 0.6067 4.1610 2.4703  -0.1042
H 1.8068 2.6186 3.4603  -0.1021
H 3.0143 -2.0817 -1.6393  0.0619
H 1.7855 -0.2635 -0.0340  0.0140

Kohn-Sham gap (spin up / spin down)	4.4 / 4.5	eV
HOMO (spin up / spin down)	-5.77 / -5.80	eV
energy above the lowest of the compared OMol25 structures with the same formula, charge and spin	0.0	kJ/mol
spin multiplicity	5
LUMO energy (spin up / spin down)	-1.349 / -1.345	eV

[2]
Here is a molecular structure, C6H20B3N2O3 from the OMol25 dataset. Energies are from ωB97M-V/def2-TZVPD.

Each line ends with the Löwdin charge.
Element x y z (Å)
O 0.0289 -1.1407 1.9927  0.2517
O -0.8527 0.1713 0.0658  0.2881
O 1.5065 0.1987 0.6182  0.1828
N 3.7183 3.3339 1.1791  0.3350
N 0.6823 2.9840 -1.2680  -0.1407
C 1.3360 2.1223 -2.2164  -0.1276
C -1.3180 -3.0046 -0.6199  -0.2075
C -1.8856 -2.1743 0.5890  -0.2493
C -2.0560 -4.3704 -0.8190  -0.0879
C 0.4008 2.5008 0.0557  -0.1172
C -3.3204 -1.6554 0.2524  -0.0580
B 0.3246 0.9079 0.2277  -0.4953
B 1.1626 -0.3277 1.9038  -0.2816
B -0.8560 -0.9953 0.8939  -0.4282
H -0.2424 -3.1839 -0.4717  0.1081
H 4.5340 3.9096 0.9576  0.1634
H 3.1709 3.7856 1.9144  0.1593
H 3.1344 3.2234 0.3403  0.1331
H 0.6754 1.3559 -2.6662  0.0977
H 1.8394 -0.0671 2.8407  0.1117
H 1.1382 2.8704 0.8212  0.0769
H -3.9463 -2.5406 0.0401  0.0748
H -2.4722 -4.4473 -1.8341  0.0741
H 4.0256 2.4122 1.5005  0.1648
H -3.7713 -1.1768 1.1322  0.0835
H -3.3359 -1.0242 -0.6450  0.0859
H -1.4670 -2.3902 -1.5224  0.1120
H -1.9485 -2.8456 1.4627  0.1389
H -0.5771 2.8988 0.3970  0.1300
H 0.6217 3.9645 -1.4546  0.1094
H -2.8753 -4.4689 -0.0928  0.0678
H 2.2502 1.6355 -1.8103  0.0808
H 1.6953 2.7147 -3.0759  0.0922
H -1.3203 -5.1766 -0.6884  0.0713

Kohn-Sham gap	7.6	eV
HOMO	-11.78	eV
total charge	+1
LUMO energy	-4.215	eV

[3]
Here is a single CH7N2O2P molecule from the OMol25 dataset. Energies are from ωB97M-V/def2-TZVPD.

Each line ends with the Löwdin charge.
Element x y z (Å)
P 0.0056 -1.4483 -0.6064  0.6816
O 1.0707 -1.3040 -1.8495  -0.2880
O -1.4665 -1.3147 -1.2460  -0.3320
N -1.2909 0.5424 0.5787  -0.0451
N -0.0430 0.2564 -0.0380  -0.3629
C 1.2004 0.5805 0.8868  -0.1209
H -1.9303 -0.5791 -0.6778  0.0530
H -1.5427 1.4483 0.3258  0.0615
H 0.5312 -0.8035 -2.4732  0.0423
H 1.0988 0.0593 1.8895  0.0713
H 2.2183 0.3861 0.5934  0.0542
H 1.2736 1.6538 0.9599  0.0541
H -1.1254 0.5226 1.6568  0.1310

Kohn-Sham gap (spin up / spin down)	4.5 / 8.0	eV
HOMO (spin up / spin down)	-3.71 / -10.12	eV
energy above the lowest of the compared OMol25 structures with the same formula, charge and spin	154.8	kJ/mol
spin multiplicity	3
LUMO energy (spin up / spin down)	0.752 / -2.120	eV

[4]
Here is a single C4H10S molecule from the OMol25 dataset. Energies are from ωB97M-V/def2-TZVPD.

Each line ends with the Löwdin charge.
Element x y z (Å)
S -1.7860 -0.0627 1.0737  0.7954
C 2.2604 -0.1958 0.0895  -0.1005
C -0.1825 -0.6674 0.6942  -0.5700
C -2.3987 0.3848 -0.5287  -0.4352
C 0.7984 0.3695 0.0556  -0.3073
H -2.2593 -0.3695 -1.3022  0.0473
H 0.3294 -1.2256 1.4646  0.0696
H 0.7026 1.2664 0.6929  0.0907
H 2.4257 -1.0473 0.7304  0.0620
H -0.3047 -1.3562 -0.1595  0.0747
H 2.3806 -0.4879 -0.9473  0.0598
H -2.0045 1.3605 -0.7839  0.0264
H -3.4567 0.5923 -0.3715  0.0276
H 0.5834 0.7721 -0.9293  0.0925
H 2.9118 0.6667 0.2216  0.0669

Kohn-Sham gap	9.4	eV
HOMO	-8.33	eV
energy above the lowest of the compared OMol25 structures with the same formula, charge and spin	57.7	kJ/mol
SMILES	CCCSC
LUMO energy	1.091	eV

[5]
Here is a single C18H22N2O4 molecule from the OMol25 dataset. Energies are from ωB97M-V/def2-TZVPD.

Each line ends with the Löwdin charge.
Element x y z (Å)
O 4.0583 -1.8240 2.1790  0.0750
O -5.3555 0.1566 -4.9338  -0.0815
O 2.2467 1.9549 3.9895  -0.0011
O 0.9866 0.2209 3.3387  0.1327
N 1.6029 -0.0412 0.4128  0.1595
N 2.6037 -0.3623 1.2643  -0.0419
C 3.3004 1.9969 1.3554  -0.0243
C -3.4414 0.8648 -3.5918  -0.0154
C 1.6873 3.5797 5.6520  -0.0643
C -3.0494 -1.8008 -2.9670  -0.0310
C 3.0286 0.7159 2.1367  -0.2127
C -4.3014 -0.0974 -4.1147  -0.2760
C -0.1668 -0.5067 -0.9939  -0.0279
C -4.0894 -1.4397 -3.7892  -0.0010
C 1.9565 0.9183 3.2086  -0.4479
C 0.8855 -0.9604 -0.1252  -0.2694
C -5.6253 1.4894 -5.2953  -0.0891
C 2.6274 -2.6145 0.4012  -0.0731
C 3.1623 -1.6003 1.3899  -0.4220
C -1.0958 -1.2858 -1.5754  -0.0379
C -2.1738 -0.8456 -2.4329  -0.2301
C -2.3993 0.4911 -2.7669  -0.0204
C 1.1315 -2.4143 0.1792  -0.1068
C 1.3248 2.2367 5.0473  -0.2171
H 0.3090 2.2397 4.6374  0.1266
H -6.5002 1.4477 -5.9422  0.0930
H 3.1681 -2.4677 -0.5404  0.1347
H 1.6163 4.3613 4.9004  0.0774
H -1.7509 1.2592 -2.3757  0.1065
H 1.3903 1.4347 5.7908  0.1303
H -0.1748 0.5638 -1.1360  0.1053
H 1.0071 3.8078 6.4672  0.0770
H 4.1154 1.8353 0.6545  0.0853
H -3.5762 1.9104 -3.8212  0.1030
H 2.4103 2.2794 0.7998  0.0756
H 2.8553 -3.6150 0.7688  0.1244
H -5.8529 2.1053 -4.4194  0.0958
H 0.7826 -3.0602 -0.6254  0.1086
H 0.5802 -2.6684 1.0909  0.1391
H -4.7900 1.9337 -5.8460  0.0957
H 3.9385 0.3672 2.6410  0.1571
H 2.7044 3.5550 6.0333  0.0769
H -1.0735 -2.3544 -1.4040  0.1023
H -2.9033 -2.8442 -2.7266  0.1121
H -4.7615 -2.1773 -4.1987  0.1180
H 3.5704 2.7926 2.0426  0.0789

Kohn-Sham gap	7.9	eV
HOMO	-7.67	eV
energy above the lowest of the compared OMol25 structures with the same formula, charge and spin	270.8	kJ/mol
SMILES	CCOC(=O)[C@H](C)N1N=C(/C=C/c2ccc(OC)cc2)CCC1=O
LUMO energy	0.197	eV

[6]
Here is a gas-phase ion, C5H6NO (charge +1) from the OMol25 dataset. Energies are from ωB97M-V/def2-TZVPD.

Each line ends with the Löwdin charge.
Element x y z (Å)
O 0.7062 1.8587 0.5465  0.2252
N -0.5080 -0.0303 0.1348  -0.0616
C -1.5319 0.7366 -0.6368  0.0651
C -0.8133 -0.9071 1.0149  0.2363
C 0.7771 0.7246 0.2275  -0.3358
C 1.9192 -0.2603 -0.0737  0.0387
C 2.7920 -0.9481 -0.5223  0.2130
H 3.6867 -1.2457 -0.8631  0.0313
H -1.8372 -1.1767 1.1177  0.1262
H -1.2843 1.7864 -0.5836  0.1029
H -0.1278 -1.3953 1.6345  0.1207
H -1.4009 0.5162 -1.7901  0.1691
H -2.3779 0.3411 -0.2064  0.0689

Kohn-Sham gap	10.0	eV
HOMO	-15.74	eV
total charge	+1
energy above the lowest of the compared OMol25 structures with the same formula, charge and spin	414.0	kJ/mol
SMILES	C#CC(=O)[N+](=C)C
LUMO energy	-5.701	eV

[7]
Here is a molecular structure, C4H7ClOS from the OMol25 dataset. Energies are from ωB97M-V/def2-TZVPD.

Each line ends with the Löwdin charge.
Element x y z (Å)
Cl -3.3290 -0.6530 0.1427  0.5766
S 0.6686 -1.1324 -0.5795  0.8562
O -0.0695 1.9720 0.3344  -0.1579
C 2.0766 -0.8340 0.5650  -0.3939
C -1.6229 -0.9648 -0.2052  -0.6265
C -0.6336 -0.1489 -0.4788  -0.7671
C -0.7076 1.2673 -0.8508  -0.1906
H 1.8665 -1.3743 1.6275  0.0706
H 3.0058 -1.1468 -0.1410  0.0732
H 2.0107 0.3535 0.8445  0.0688
H -1.7454 1.5135 -1.0119  0.0944
H -0.2582 1.5457 1.3149  0.1709
H -1.0470 -2.0609 0.1412  0.1143
H -0.2149 1.6631 -1.7029  0.1110

Kohn-Sham gap	8.8	eV
HOMO	-8.45	eV
energy above the lowest of the compared OMol25 structures with the same formula, charge and spin	392.2	kJ/mol
LUMO energy	0.377	eV

[8]
Here is a single C3H7NO2 molecule from the OMol25 dataset. Energies are from ωB97M-V/def2-TZVPD.

Each line ends with the Löwdin charge.
Element x y z (Å)
O -1.9826 -0.1442 -1.0164  -0.0672
O 0.0774 0.2233 1.8765  0.0510
N 0.5895 0.0158 -0.3425  0.0051
C -1.6808 -0.3837 0.3456  -0.1653
C -0.2480 -0.0052 0.7253  -0.4942
C 2.0129 0.2270 -0.2195  -0.0667
H -1.9309 0.8117 -1.1480  0.0989
H -1.7950 -1.4608 0.4976  0.1328
H 2.2191 0.4757 0.8225  0.0831
H 0.1876 -0.2623 -1.2252  0.1281
H 2.3448 1.0506 -0.8603  0.0821
H -2.3659 0.1293 1.0304  0.1278
H 2.5719 -0.6769 -0.4861  0.0847

Kohn-Sham gap	10.4	eV
HOMO	-9.67	eV
energy above the lowest of the compared OMol25 structures with the same formula, charge and spin	77.2	kJ/mol
SMILES	CNC(=O)CO
LUMO energy	0.707	eV

[9]
Here is a molecular structure, C4H10Cl4FGaNO from the OMol25 dataset. Energies are from ωB97M-V/def2-TZVPD.

Each line ends with the Löwdin charge.
Element x y z (Å)
Ga 2.9439 -0.3049 -1.8101  0.2959
Cl -5.5569 1.6222 1.5371  0.5018
Cl -5.6159 0.9042 -1.2819  0.5026
Cl -4.3554 -0.8734 0.6460  0.5352
Cl -3.1038 1.6655 -0.0268  0.5469
F 4.8829 -0.3997 -1.7314  -0.5230
O 2.3275 -0.7886 1.4233  -0.1544
N -0.8381 -0.9931 1.3804  -0.0602
C 0.0039 -0.3967 0.2612  -0.2510
C -4.6580 0.8296 0.2185  -1.9968
C 1.4455 0.2299 0.7843  -0.4156
C 2.2425 1.0607 -0.4252  -0.2888
H -1.8330 -1.0633 1.0559  -0.0253
H 1.2275 1.0564 1.6168  0.1353
H 2.5681 0.0872 -3.3293  -0.1255
H 0.1338 -1.2011 -0.6041  0.1060
H -0.4949 -1.9394 1.6564  0.0611
H 1.5014 1.8629 -0.8522  0.0417
H -0.6141 0.5429 -0.1397  0.0759
H 2.1976 -1.6856 0.9958  0.0751
H 3.1730 1.5720 0.1199  0.0646
H 2.4226 -1.7878 -1.4950  -0.1015

Kohn-Sham gap	6.6	eV
HOMO	-4.83	eV
total charge	-1
LUMO energy	1.740	eV

[10]
Here is 2 unconnected molecules or ions with the total composition C6H12N2O from the OMol25 dataset. Energies are from ωB97M-V/def2-TZVPD.

Each line ends with the Löwdin charge.
Element x y z (Å)
O -2.6073 3.3892 -0.1291  -0.1424
N 1.8416 -1.4051 -0.5463  0.0673
N 1.6038 -0.9570 1.6168  0.0188
C 0.0691 -3.0634 -0.9096  -0.1076
C 0.5594 -1.7379 1.2255  -0.2399
C -1.3628 3.0878 -0.7779  -0.3489
C 0.7820 -2.1301 -0.0660  -0.4157
C -0.8093 1.7928 -0.1842  -0.1761
C 2.3578 -0.7570 0.4829  -0.3514
H 0.4093 -4.1328 -0.8994  0.0719
H -0.0109 1.3002 -0.8083  0.0725
H 3.0629 0.0456 0.5290  0.0480
H -0.6573 3.8872 -0.8032  0.0838
H -1.5168 0.9852 -0.0253  0.0581
H -1.8416 2.8551 -1.7409  0.1068
H 1.8776 -0.4769 2.4687  -0.0317
H 0.2617 -2.9187 -1.9889  0.0715
H -2.5526 3.6539 0.7947  0.0638
H -0.9983 -3.2238 -0.7388  0.0611
H -0.2053 1.9835 0.7184  0.0225
H -0.2629 -2.1778 1.7819  0.0678

Kohn-Sham gap (spin up / spin down)	2.5 / 8.6	eV
HOMO (spin up / spin down)	1.05 / -5.04	eV
total charge	-1
energy above the lowest of the compared OMol25 structures with the same formula, charge and spin	80.1	kJ/mol
spin multiplicity	2
LUMO energy (spin up / spin down)	3.583 / 3.579	eV

[11]
Here is a molecular structure, C25H12ClF8IrN2O4S from the OMol25 dataset. Energies are from ωB97M-V/def2-TZVPD.

Each line ends with the Löwdin charge.
Element x y z (Å)
Ir 0.5071 0.1182 0.4879  1.2182
Cl 1.4143 -1.2121 -1.6141  0.9122
S 4.0609 1.6291 -1.8297  0.9727
F -5.9888 -2.5079 0.1361  0.1525
F -3.4433 -0.3214 3.8381  0.1197
F -6.2053 -1.2286 -1.5972  0.1544
F -1.3180 -1.1573 2.3784  0.0527
F -0.6363 3.2505 0.8588  0.0922
F -6.0929 -0.3596 0.3800  0.1603
F -4.1509 2.3147 3.8157  0.1261
F -2.7297 4.0784 2.3221  0.1230
O 1.0321 -0.0051 -2.5249  -0.4716
O 1.4084 -2.0286 -0.2302  -0.4886
O 1.6236 -3.6891 -2.5795  0.1861
O 3.7860 -0.9468 -0.4953  0.1622
N -1.3903 -0.8967 -0.6038  -0.0724
N 1.4037 1.5354 -0.7621  -0.0007
C -4.1122 -1.2295 -0.5239  -0.0856
C -1.9134 -2.0436 -0.1666  -0.0985
C 1.9191 0.9114 1.6532  -0.2357
C -3.1164 1.8924 3.0876  -0.1388
C 1.5618 -2.5529 -2.8708  -0.4213
C -1.6758 0.1543 2.3395  -0.2366
C 2.0249 0.7881 3.0329  -0.0850
C 1.7344 -2.0195 -4.2426  -0.0268
C 4.1790 1.8401 1.5850  -0.0412
C 3.5716 -0.2384 -3.9038  -0.0938
C 3.1199 -0.7405 -1.4455  -0.5493
C -2.3821 2.7896 2.3300  -0.1410
C 2.6227 1.5902 -0.4453  -0.5312
C -3.2810 -2.2492 -0.0990  0.0395
C -2.7570 0.5554 3.0989  -0.1484
C -5.6129 -1.3408 -0.3972  -0.5894
C -1.3006 2.3431 1.5847  -0.2201
C 4.2627 1.7167 2.9656  -0.0833
C 3.6657 0.0402 -2.5990  -0.4482
C -0.9207 1.0111 1.5574  -0.1798
C 3.1884 1.1958 3.6790  -0.0838
C -3.5717 -0.0654 -1.0545  0.0373
C 2.7133 -1.1767 -4.6117  -0.0558
C 3.0106 1.4466 0.9596  -0.2839
C -2.1997 0.0618 -1.0821  -0.0840
H 2.8372 -1.0823 -5.6856  0.1167
H 4.0955 0.4305 -4.5772  0.1131
H -4.2031 0.7299 -1.4253  0.1360
H -1.7071 0.9454 -1.4680  0.1304
H 1.2048 0.3782 3.6119  0.0969
H 1.2149 -2.6050 -4.9888  0.1227
H -3.6776 -3.1739 0.2924  0.1302
H -1.2033 -2.8009 0.1431  0.1263
H 5.0074 2.2280 1.0052  0.1043
H 3.2590 1.0971 4.7552  0.1012
H 0.0031 -1.4304 -1.5601  0.1074
H 5.1580 2.0297 3.4858  0.1004

Kohn-Sham gap	6.3	eV
HOMO	-8.15	eV
energy above the lowest of the compared OMol25 structures with the same formula, charge and spin	1076.6	kJ/mol
LUMO energy	-1.801	eV

[12]
Here is a gas-phase ion, C4H6NO (charge +1) from the OMol25 dataset. Energies are from ωB97M-V/def2-TZVPD.

Each line ends with the Löwdin charge.
Element x y z (Å)
O 3.1481 0.8069 0.0967  0.4090
N 0.1230 1.0300 -0.0420  -0.0501
C 1.3884 -0.9693 -0.1928  -0.0529
C -0.8602 1.8050 -0.0696  0.0350
C 0.0120 -0.3849 0.2515  -0.1670
C 2.3405 0.0471 -0.0465  0.0037
H -0.8146 -0.8864 -0.2673  0.1410
H -0.6690 2.8495 -0.2721  0.0933
H 1.3398 -1.2423 -1.2579  0.1732
H 1.7050 -1.8662 0.3639  0.1709
H -0.1185 -0.5208 1.3293  0.1402
H -1.8916 1.4995 0.1059  0.1037

Kohn-Sham gap	9.9	eV
HOMO	-14.83	eV
total charge	+1
energy above the lowest of the compared OMol25 structures with the same formula, charge and spin	96.6	kJ/mol
LUMO energy	-4.955	eV

Number 1: DFT total energy -51742.007 eV, strongest force on any atom 2.4 eV Å⁻¹. Number 2: DFT total energy -17697.835 eV, strongest force on any atom 2.5 eV Å⁻¹. Number 3: DFT total energy -17509.199 eV, strongest force on any atom 4.1 eV Å⁻¹. Number 4: DFT total energy -15144.769 eV, strongest force on any atom 3.6 eV Å⁻¹. Number 5: DFT total energy -30192.723 eV, strongest force on any atom 1.0 eV Å⁻¹. Number 6: DFT total energy -8808.660 eV, strongest force on any atom 4.1 eV Å⁻¹. Number 7: DFT total energy -29662.494 eV, strongest force on any atom 6.4 eV Å⁻¹. Number 8: DFT total energy -8809.729 eV, strongest force on any atom 0.3 eV Å⁻¹. Number 9: DFT total energy -113030.650 eV, strongest force on any atom 2.7 eV Å⁻¹. Number 10: DFT total energy -11442.103 eV, strongest force on any atom 3.4 eV Å⁻¹. Number 11: DFT total energy -85209.433 eV, strongest force on any atom 5.6 eV Å⁻¹. Number 12: DFT total energy -7773.896 eV, strongest force on any atom 2.2 eV Å⁻¹.